[1]
17
Properties=species:S:1:pos:R:3:mulliken_charge:R:1 method="wB97M-V/def2-TZVPD" relative_energy_kcal_mol=151.6 fmax_ha_per_bohr=0.067 charge=0 e_lumo_ev=-0.9
H -0.046 -1.140 0.554 0.234
H 0.618 -0.364 3.002 0.326
C 1.303 -0.766 -1.102 -0.485
O -1.222 0.775 -1.150 -0.325
C -0.643 -0.278 1.163 -0.312
C -0.754 -0.014 -2.074 0.095
C 0.399 -0.775 -2.129 0.119
C 0.834 1.404 0.315 -0.363
H 0.462 -1.561 -3.022 0.212
H -1.331 -0.066 -3.039 0.327
H -1.171 1.805 0.590 0.329
C -0.617 0.953 0.182 -0.053
Br 2.888 -1.857 -1.231 -0.175
O 1.167 1.057 1.512 -0.117
H -1.601 -0.770 1.462 0.336
H -0.463 1.230 2.677 0.249
C 0.174 0.367 2.289 -0.399

---

[2]
54
Properties=species:S:1:pos:R:3:mulliken_charge:R:1 method="wB97M-V/def2-TZVPD" relative_energy_kcal_mol=11.4 fmax_ha_per_bohr=0.060 charge=0 e_lumo_ev=-0.1
H -5.029 -1.664 -2.084 0.354
H 0.150 -0.170 4.344 0.401
H 2.950 0.605 -0.278 0.283
H 1.811 1.058 3.249 0.305
C -1.229 -2.227 3.282 -0.878
C 0.458 -0.550 3.363 -0.719
C 1.146 0.529 2.553 -0.559
O -0.694 -1.052 2.704 -0.218
H -4.003 0.059 -3.480 0.398
C 2.645 1.022 0.683 -0.468
H 2.526 -0.757 1.661 0.200
H 6.342 2.466 0.834 0.299
H -1.760 -0.760 -3.077 0.194
H -3.546 -1.506 1.153 -0.118
C -0.752 3.196 -1.233 -0.892
H -0.986 -3.080 2.628 0.267
H 3.605 1.685 2.500 0.224
H 1.183 -1.354 3.560 0.431
H 6.958 0.946 1.559 0.251
Rb -0.379 -0.791 -0.245 0.649
H 0.063 2.413 -3.420 0.376
H -3.498 -2.263 -2.816 0.376
H -1.823 3.113 -1.428 0.295
O -0.027 2.022 -1.497 -0.045
H -2.365 2.029 -3.081 0.463
H -3.943 0.599 -1.761 0.367
C 6.151 1.678 1.563 -0.759
H -0.314 4.033 -1.792 0.338
F 1.481 -4.875 -1.468 -0.340
B 0.978 -3.589 -1.346 0.418
C -3.581 -0.134 -2.483 -0.799
H -2.316 -2.178 3.292 0.241
C -1.654 1.224 -3.240 -0.900
H 0.376 1.232 2.217 0.235
H -1.618 1.015 -4.317 0.358
F -0.131 -3.436 -2.222 -0.380
C -4.119 -1.342 0.237 -0.365
H -4.220 -0.257 0.145 0.270
H 1.934 1.813 0.416 0.174
H -5.097 -1.812 0.395 0.325
N -2.113 0.014 -2.515 0.303
F 0.426 -3.424 -0.037 -0.348
H 0.482 0.716 -3.053 0.353
C -3.935 -1.563 -2.106 -0.655
H -0.797 -2.480 4.250 0.438
F 1.908 -2.563 -1.566 -0.358
O 4.994 0.941 1.180 -0.318
H 3.954 2.730 1.191 0.410
C -0.221 1.515 -2.838 -0.719
N 1.900 0.004 1.425 -0.022
H 6.049 2.055 2.585 0.305
H -0.659 3.424 -0.170 0.263
C 3.796 1.664 1.414 -0.440
O -3.452 -1.972 -0.828 -0.263

---

[3]
21
Properties=species:S:1:pos:R:3:mulliken_charge:R:1 method="wB97M-V/def2-TZVPD" relative_energy_kcal_mol=26.9 fmax_ha_per_bohr=0.024 charge=0 e_lumo_ev=0.9 smiles="C=CCCCC.O"
H -1.433 -0.553 0.482 0.223
H -0.041 0.394 1.952 0.346
H 1.678 0.696 -1.246 0.139
H 1.568 1.128 1.797 0.393
H -1.755 -2.062 -0.299 0.369
H 2.273 -0.661 0.358 0.345
C 0.801 0.557 1.279 -0.653
H 0.611 2.028 -1.907 0.479
C 0.909 1.442 -1.063 -0.947
H 0.503 -1.427 -1.042 0.269
H -1.636 1.806 -2.251 0.316
C 0.351 1.437 0.140 -0.102
C 1.323 -0.838 0.872 -0.885
H -2.716 1.137 -1.415 0.313
O -2.480 1.977 -1.823 -0.644
H 1.602 -1.368 1.779 0.396
C -1.104 -1.582 0.426 -1.126
C 0.353 -1.661 0.013 -0.229
H -0.314 2.245 0.442 0.347
H 0.720 -2.690 0.082 0.349
H -1.214 -2.004 1.423 0.302

---

[4]
80
Properties=species:S:1:pos:R:3:mulliken_charge:R:1 method="wB97M-V/def2-TZVPD" relative_energy_kcal_mol=12.7 fmax_ha_per_bohr=0.012 spin_multiplicity=2 charge=0 e_lumo_ev="-0.3 / -1.0"
N -1.129 1.711 -1.069 0.853
C -0.636 -4.040 3.769 -1.206
H -2.712 -3.768 1.587 0.310
H -0.228 3.464 -1.653 0.441
Si -1.711 -2.526 3.477 0.300
H 0.323 -4.162 -4.020 0.420
C 0.868 -3.350 -4.482 -0.903
H 2.171 3.647 -1.857 0.346
H 3.793 -2.758 -6.076 0.408
H -1.230 1.281 -4.185 0.544
H 2.533 0.042 -1.043 0.568
C -0.633 2.574 -2.128 -2.365
H -1.236 -4.878 4.132 0.319
C 2.115 -3.584 -5.037 0.331
C 0.430 0.368 -5.192 -0.967
H 1.545 2.712 -0.484 0.141
C 3.986 -0.527 4.006 0.408
H 3.083 2.323 -3.918 0.396
S -4.091 0.177 2.642 -0.479
H -0.472 0.036 -3.248 0.483
N -1.556 0.831 0.855 0.966
C -5.787 3.715 2.846 -0.726
F 1.532 0.705 6.329 -0.366
Cl 2.795 -5.181 -4.976 -0.223
C 1.614 0.234 -1.600 -1.224
C 1.029 -1.018 -5.116 0.270
H -3.879 -3.625 2.896 0.332
C 3.340 -0.218 5.191 0.178
F 3.891 -0.561 6.355 -0.299
H -2.684 -0.791 0.005 0.425
H 0.134 -3.835 4.516 0.301
C 1.510 0.816 3.969 0.181
H -0.138 -4.356 2.851 0.334
S -2.963 2.845 2.929 -0.357
C -4.323 1.866 2.738 0.615
C 2.121 0.440 5.161 0.361
H 1.115 2.852 -4.702 0.567
C 2.174 2.670 -1.370 -1.852
H -3.437 -1.729 5.118 0.333
H -5.357 4.076 3.779 0.345
H -1.866 -0.999 5.453 0.310
H -0.644 -1.903 -4.094 0.423
C 2.271 -1.289 -5.679 -0.099
C -2.112 0.107 -0.155 -0.740
H -2.175 -2.662 5.924 0.385
F 5.157 -1.161 4.023 -0.307
C -3.109 -3.084 2.342 -0.999
C 0.334 -2.072 -4.527 -0.150
S -0.007 1.707 3.971 -0.477
H -3.600 -2.265 1.815 0.257
C 2.906 1.408 -3.349 -2.054
H -1.485 2.875 -2.736 0.554
H 0.800 0.227 -0.875 -0.096
H -0.319 0.361 -5.988 0.352
H 3.821 1.193 -2.795 0.568
H 2.751 0.577 -4.033 0.293
H -6.866 3.830 2.849 0.249
H 2.829 -0.490 -6.154 0.385
H -0.449 -1.453 1.643 0.227
C -0.697 -1.169 2.674 -0.146
C 2.822 -2.561 -5.643 -0.872
H 3.188 2.474 -1.018 0.506
H -5.346 4.247 2.006 0.326
C 1.753 1.566 -2.348 2.545
F 4.014 -0.460 1.651 -0.297
O -5.560 2.304 2.709 -0.255
N -1.869 0.613 -1.334 -0.820
F 1.666 0.816 1.610 0.299
H 1.467 -0.597 -2.290 0.027
Ru -1.728 0.610 2.832 0.197
C -2.363 -1.923 5.142 -1.080
H 1.205 1.054 -5.543 0.377
C 0.430 1.977 -3.080 1.228
C 2.190 0.492 2.802 0.027
H 0.240 -1.134 3.237 0.071
C 3.402 -0.170 2.803 -0.116
H -0.406 2.630 0.727 0.476
C -0.256 0.874 -3.907 -0.934
C -0.954 1.842 0.240 -0.466
O 0.665 3.129 -3.898 -0.682

---

[5]
65
Properties=species:S:1:pos:R:3:mulliken_charge:R:1 method="wB97M-V/def2-TZVPD" fmax_ha_per_bohr=0.053 charge=+1 e_lumo_ev=-8.2
O -5.976 -2.522 1.990 -0.293
C 5.159 2.539 -7.967 -1.101
H 4.469 3.232 -8.452 0.338
H 4.126 4.112 -6.193 0.296
H -3.415 -2.448 -0.498 0.178
H 1.694 -1.586 -0.275 -0.283
C 0.781 0.362 3.898 -0.547
C 2.230 -0.828 5.241 0.828
H 3.393 -0.298 7.802 0.307
H 2.207 2.036 0.794 0.355
H 4.331 0.883 0.523 0.374
C 3.438 -1.365 7.981 -1.112
H -8.774 -2.824 2.008 0.256
B 0.979 -0.960 0.506 0.425
O -8.190 -0.726 -4.585 -0.430
C 3.572 0.644 -0.210 -1.496
H 4.393 -1.869 6.112 0.401
H 3.992 4.778 -3.576 0.328
H -8.733 -2.152 0.369 0.299
H 0.556 1.878 -0.923 0.439
F 1.031 -0.887 7.860 -0.531
N 1.369 3.168 -4.274 -0.508
H -9.805 0.564 -4.569 0.237
C 3.658 3.807 -3.222 -0.778
C 1.123 0.939 -0.819 -0.356
H 4.323 -1.593 8.585 0.423
C -6.188 -3.703 1.357 0.654
C 2.207 1.067 0.308 0.226
Ca -1.650 0.494 -1.081 1.405
Be 2.753 -4.755 6.992 0.461
C -9.162 -0.083 -5.218 -0.498
H 1.623 0.602 -1.718 0.208
H 3.554 -3.234 6.915 -0.105
H 3.608 -0.427 -0.350 0.353
O 3.020 0.073 5.288 -0.568
C 3.499 -2.121 6.691 0.233
H -0.097 0.169 3.289 0.119
C 4.750 2.297 -6.527 -0.239
H 3.751 1.850 -6.481 0.264
O 4.751 3.513 -5.771 -0.502
H -9.922 -0.735 -5.715 0.235
H -6.637 -1.013 0.764 0.113
H 5.169 1.607 -8.533 0.346
H 4.420 3.084 -3.487 0.222
H 6.152 2.986 -8.010 0.284
O 1.837 0.014 1.186 -0.695
H 5.451 1.621 -6.039 0.302
H -7.286 -0.965 2.415 0.312
C -8.123 -2.550 1.176 -0.310
O 1.099 -0.862 4.565 -0.346
O 2.355 -2.001 5.885 -0.275
C -7.006 -1.619 1.593 -0.193
O 0.157 -0.066 -0.436 -0.262
H 2.523 -1.620 8.554 0.360
O -3.792 -1.757 -1.052 -0.870
H 3.843 1.109 -1.159 0.318
H 3.598 3.853 -2.133 0.313
O -5.422 -4.603 1.336 -0.506
C 2.376 3.450 -3.803 0.455
K -5.397 -1.588 -2.759 0.850
H 0.374 -1.685 1.246 -0.240
H 0.544 1.133 4.632 0.395
O -7.402 -3.708 0.744 -0.327
H 1.588 0.678 3.254 0.236
H -8.846 0.611 -6.024 0.222

---

[6]
43
Properties=species:S:1:pos:R:3:mulliken_charge:R:1 method="wB97M-V/def2-TZVPD" relative_energy_kcal_mol=22.6 fmax_ha_per_bohr=0.010 charge=0 e_lumo_ev=0.7 smiles="COc1ccc(Cl)cc1N1C(=O)[C@H]2CCCN2[C@@H]1c1cccc(F)c1"
H -2.137 2.196 -2.413 0.389
F -0.402 4.382 0.209 -0.365
H -3.592 1.687 1.842 0.420
H -2.013 -0.203 1.970 0.395
O -0.170 -2.453 -1.488 -0.696
Cl 4.519 1.476 -2.805 -0.233
H 3.185 -0.157 -0.894 0.540
C 2.837 1.193 -2.526 -0.106
H 1.096 2.301 0.438 0.533
H -0.699 -4.513 1.263 0.366
C -0.454 -2.361 0.943 0.164
H -2.822 3.887 0.981 0.470
C 0.542 1.597 -3.090 -0.565
C 1.136 -2.117 2.678 -0.636
C 0.125 0.754 -2.066 0.984
C -0.004 -1.887 -0.436 0.333
C -1.686 0.752 1.596 -0.699
C 0.591 -0.268 1.152 0.002
H 1.581 0.060 1.502 0.443
C 2.448 0.339 -1.506 -0.408
H 2.201 2.478 -4.111 0.435
C -0.366 0.905 1.196 0.210
H 1.382 -4.263 3.004 0.397
C 0.076 -3.752 1.317 -0.979
H -2.152 0.797 -3.529 0.391
C -2.149 3.048 1.054 -0.641
C -2.567 1.817 1.529 -0.732
H 2.122 -2.097 2.190 0.349
H -0.205 -3.611 3.455 0.305
H 1.223 -1.654 3.663 0.378
O -1.162 0.498 -1.731 -0.152
N 0.127 -1.412 1.898 -0.045
C 1.890 1.817 -3.318 -0.779
H -1.548 -2.324 0.987 0.430
C 0.073 2.143 0.744 -0.392
C 1.102 0.119 -1.277 -0.432
H 0.881 -4.036 0.638 0.327
C 0.610 -3.546 2.733 -0.671
C -0.828 3.187 0.673 0.270
H -0.178 2.098 -3.716 0.418
C -2.187 1.104 -2.480 -1.105
N 0.692 -0.739 -0.237 0.447
H -3.117 0.758 -2.033 0.242

---

[7]
79
Properties=species:S:1:pos:R:3:mulliken_charge:R:1 method="wB97M-V/def2-TZVPD" relative_energy_kcal_mol=19.0 fmax_ha_per_bohr=0.034 charge=-1 e_lumo_ev=2.5
C 1.908 -2.794 2.465 -0.361
C -2.781 -0.020 2.547 -0.353
H -3.459 -5.451 -1.392 0.403
C -4.151 -0.552 2.058 -0.649
H -2.076 -0.368 -3.329 0.329
H 6.679 6.340 1.953 0.353
H -2.890 0.446 3.527 0.361
O -4.345 -2.459 0.547 -0.552
C -0.908 1.028 1.375 0.199
H 4.123 3.633 3.320 0.415
O 1.163 -1.615 2.317 -0.202
O -2.216 -5.149 -2.931 -0.495
O -4.978 -4.720 -4.259 -0.234
H 1.612 1.251 3.220 0.598
O 2.687 4.639 0.500 -0.407
H -3.180 -2.503 2.200 0.274
H -0.964 -4.869 -4.471 0.411
H 6.687 4.424 0.347 0.407
H -2.111 -0.865 2.571 0.163
C 1.990 -0.502 2.036 -0.911
N -2.326 0.994 1.598 -0.211
O -2.864 -2.261 -3.699 -0.337
C 4.994 8.080 2.201 -0.793
H 3.320 -2.591 0.806 0.300
H -5.681 -4.783 -6.154 0.231
H 2.810 3.197 -0.993 0.313
H 5.393 7.719 3.156 0.341
H -0.993 -2.828 -3.015 0.247
H 2.027 4.729 -1.421 0.326
C 2.977 3.728 1.546 -0.383
O 5.406 4.047 1.837 -0.496
C 4.114 4.233 2.407 -0.447
H -4.965 -0.285 2.732 0.311
C -4.643 -5.526 -3.140 -0.693
C -3.495 -4.931 -2.352 -0.092
H 3.959 5.272 2.704 0.127
H -3.517 -2.269 0.092 0.261
H -4.902 -2.568 2.524 0.340
C 1.213 0.808 2.304 0.033
C 2.139 3.984 -0.634 -0.596
H -2.712 1.906 1.777 0.294
C 2.552 -3.266 1.163 -1.097
H -4.311 -0.175 1.057 0.393
H 3.031 -4.227 1.356 0.432
C -4.147 -2.087 1.909 -0.501
H 1.161 3.548 -0.410 0.144
C -2.708 -1.124 -2.852 -0.295
H 4.011 8.512 2.382 0.233
H 2.688 -2.671 3.226 0.344
C -0.570 0.230 0.092 0.305
H 2.231 -0.518 0.973 0.277
C -1.647 -2.952 -3.886 -0.434
H 5.016 4.769 -0.075 0.123
H 3.241 2.747 1.138 0.320
H -3.699 -0.705 -2.679 0.289
O -1.207 -0.828 -0.126 -0.713
H -0.632 2.070 1.174 0.104
H -3.660 -3.874 -2.141 0.034
C -5.540 -5.459 -5.312 -0.812
H -2.278 -1.407 -1.889 -0.007
H 2.917 -0.553 2.614 0.490
H -4.869 -6.269 -5.627 0.346
C -1.898 -4.427 -4.114 -0.398
H -4.369 -6.538 -3.465 0.347
O 4.834 7.020 1.290 -0.250
C 5.755 4.853 0.724 -0.337
H 1.417 1.458 1.461 -0.275
H 1.225 -3.571 2.795 0.321
H 5.654 8.855 1.794 0.323
H -1.143 -2.532 -4.770 0.402
H 1.765 -3.416 0.432 0.233
H 2.073 3.627 2.159 0.437
H 6.560 6.772 0.223 0.395
H -2.648 -4.587 -4.892 0.133
H -6.513 -5.880 -5.027 0.318
O 0.317 0.730 -0.664 -0.768
O -0.156 0.611 2.513 -0.541
H -5.528 -5.586 -2.491 0.410
C 6.035 6.301 1.066 -0.555

---

[8]
22
Properties=species:S:1:pos:R:3:mulliken_charge:R:1 method="wB97M-V/def2-TZVPD" relative_energy_kcal_mol=13.6 fmax_ha_per_bohr=0.051 charge=0 e_lumo_ev=1.1 smiles=CC(C)C.CC
H 0.146 1.461 -0.956 0.329
H 1.882 -2.036 -0.092 0.265
C -2.209 0.419 1.534 -1.530
H -1.839 0.771 2.496 0.387
H -0.154 -0.144 0.940 0.160
C -1.064 0.304 0.538 1.026
H -2.603 -0.682 -0.813 0.414
H -2.992 1.085 1.157 0.339
H -1.517 1.939 -0.775 0.351
H -1.480 -1.761 -0.373 0.389
C -1.532 -0.677 -0.575 -1.622
H 2.716 -0.024 0.915 0.237
C 2.978 -0.141 -0.137 -0.834
H -0.974 -0.567 -1.505 0.391
C -0.645 1.578 -0.221 -1.367
H 4.027 -0.409 -0.234 0.339
C 2.062 -1.185 -0.766 -0.575
H 2.486 -1.721 -1.620 0.396
H 2.811 0.826 -0.608 0.245
H -0.381 2.350 0.509 0.343
H -2.775 -0.509 1.613 0.382
H 1.057 -0.878 -1.028 -0.065

---

[9]
6
Properties=species:S:1:pos:R:3:mulliken_charge:R:1 method="wB97M-V/def2-TZVPD" relative_energy_kcal_mol=22.9 fmax_ha_per_bohr=0.093 charge=0 e_lumo_ev="-1.5 / -1.5" smiles="O=PCl.N=O"
H 0.511 -0.128 4.420 0.174
O 1.562 -0.891 3.143 -0.309
N 0.560 -0.313 3.412 0.170
Cl 0.488 1.803 -1.333 -0.329
P 1.198 0.753 0.546 0.613
O 0.156 0.736 1.618 -0.320

---

> Which of these has the highest charge?

C15H33BBeCaFKNO11

---

> Which of these has the highest charge?

C15H33BBeCaFKNO11

---

> Which of these has the lowest charge?

C21H46NO11

---

> Which value of charge does entry 2 give?

0